(1)
Here is a structure of composition C18H41AsBClIN4O3 at a distorted geometry from OMol25. Energies are from ωB97M-V with the def2-TZVPD basis set.

Positions of all 70 atoms, in Å:
1 C 5.587 -0.580 -0.944
2 C 4.464 -0.080 -1.855
3 O 3.239 -0.685 -1.434
4 B 2.070 0.016 -1.766
5 O 1.949 0.352 -3.120
6 As 0.578 0.482 -0.355
7 C 0.609 2.453 -1.157
8 C -0.216 3.463 -0.486
9 N 0.284 4.414 0.219
10 C 0.822 -1.430 0.413
11 C 0.306 -2.595 -0.437
12 C 0.900 -3.923 0.011
13 O 0.428 -4.271 1.316
14 C 2.040 1.200 0.946
15 C 2.331 0.447 2.242
16 C 2.944 1.352 3.328
17 Cl 4.687 0.971 3.637
18 C -0.967 0.884 0.949
19 C -0.761 1.603 2.290
20 C -0.999 0.681 3.499
21 I -3.001 0.812 4.255
22 C -0.910 -0.154 -1.648
23 C -1.760 0.918 -2.338
24 C -3.108 0.329 -2.797
25 C -4.086 0.117 -1.630
26 N -4.140 -1.303 -1.245
27 C -4.790 -1.542 -0.008
28 N -4.256 -2.193 0.937
29 N -6.124 -0.998 0.156
30 H 5.208 -1.442 -0.399
31 H 5.862 0.159 -0.196
32 H 6.454 -0.908 -1.510
33 H 4.394 1.005 -1.831
34 H 4.677 -0.408 -2.874
35 H 2.252 -0.386 -3.651
36 H 0.487 2.443 -2.240
37 H 1.641 2.783 -1.005
38 H -1.307 3.388 -0.548
39 H -0.463 4.967 0.634
40 H 0.371 -1.538 1.402
41 H 1.885 -1.637 0.564
42 H 0.578 -2.493 -1.490
43 H -0.777 -2.698 -0.354
44 H 1.990 -3.834 0.019
45 H 0.637 -4.708 -0.707
46 H 0.304 -5.215 1.332
47 H 2.974 1.286 0.385
48 H 1.775 2.231 1.191
49 H 1.470 -0.049 2.684
50 H 3.070 -0.326 2.045
51 H 2.910 2.398 3.047
52 H 2.458 1.228 4.291
53 H -1.390 -0.101 1.169
54 H -1.782 1.372 0.413
55 H -1.511 2.390 2.378
56 H 0.190 2.103 2.445
57 H -0.804 -0.359 3.250
58 H -0.352 0.925 4.338
59 H -0.526 -0.797 -2.439
60 H -1.607 -0.713 -1.024
61 H -1.254 1.278 -3.234
62 H -2.005 1.746 -1.678
63 H -2.964 -0.616 -3.322
64 H -3.575 1.013 -3.512
65 H -5.081 0.498 -1.865
66 H -3.689 0.658 -0.771
67 H -4.554 -1.852 -1.986
68 H -3.323 -2.479 0.645
69 H -6.682 -1.751 0.539
70 H -6.063 -0.302 0.889

## Properties
- net charge = -1
- highest occupied orbital energy (eV) = -3.5
- gap between HOMO and LUMO (Eh) = 0.217
- 2S+1 = 1

Results of the Mulliken charge analysis, in e, for atoms 1 through 8: number 1, C, carries -1.160; number 2, C, carries -0.346; number 3, O, carries -0.296; number 4, B, carries 1.250; number 5, O, carries -0.791; number 6, As, carries 2.012; number 7, C, carries -1.383; number 8, C, carries -0.354



(2)
Here is a cluster of 8 separate species, C13H37NO7S2 in total at a distorted geometry from OMol25. Energies are from ωB97M-V with the def2-TZVPD basis set.

Positions of all 60 atoms, in Å:
1 C 19.469 -13.751 12.346
2 O 19.535 -12.561 11.551
3 H 18.449 -14.099 12.511
4 H 20.000 -14.561 11.845
5 H 19.811 -13.495 13.349
6 H 19.380 -12.704 10.615
7 C 8.465 -7.262 18.293
8 O 9.469 -6.237 18.488
9 H 8.816 -8.289 18.399
10 H 7.540 -7.178 18.863
11 H 8.155 -7.109 17.260
12 H 9.957 -6.365 19.305
13 C 8.324 -13.743 13.921
14 O 9.698 -14.067 13.945
15 H 7.634 -14.392 13.383
16 H 7.917 -13.658 14.928
17 H 8.242 -12.749 13.480
18 H 10.043 -14.193 13.058
19 C 7.349 -9.064 23.680
20 O 6.193 -9.243 22.875
21 H 8.291 -8.981 23.137
22 H 7.245 -8.198 24.334
23 H 7.446 -9.939 24.322
24 H 5.372 -9.454 23.326
25 C 11.960 -15.855 24.662
26 O 12.375 -16.799 23.650
27 H 12.725 -15.094 24.815
28 H 10.982 -15.425 24.444
29 H 11.880 -16.393 25.607
30 H 12.517 -16.330 22.824
31 N 14.072 -7.247 14.593
32 C 15.426 -7.070 14.709
33 C 16.039 -7.943 13.863
34 C 15.063 -8.509 13.037
35 C 13.830 -8.109 13.563
36 H 13.369 -6.666 15.028
37 H 15.874 -6.481 15.497
38 H 17.098 -8.144 13.918
39 H 15.254 -9.225 12.252
40 H 12.829 -8.406 13.285
41 C 13.161 -11.758 18.329
42 S 14.528 -12.991 18.569
43 O 14.022 -14.300 19.119
44 C 15.207 -13.305 16.898
45 H 13.700 -10.856 18.041
46 H 12.539 -11.692 19.222
47 H 12.463 -12.061 17.548
48 H 15.609 -12.374 16.499
49 H 14.448 -13.700 16.223
50 H 16.023 -14.012 17.050
51 C 21.384 -16.407 19.202
52 S 20.423 -17.902 19.021
53 O 20.445 -18.214 17.508
54 C 21.542 -19.037 19.879
55 H 22.431 -16.609 18.977
56 H 21.390 -16.059 20.236
57 H 21.127 -15.544 18.588
58 H 21.172 -20.056 19.770
59 H 21.589 -18.693 20.913
60 H 22.566 -19.005 19.508

## Properties
- highest occupied orbital energy (eV) = -8.3
- gap between HOMO and LUMO (Eh) = 0.312
- 2S+1 = 1

Results of the Mulliken charge analysis, in e, for atoms 1 through 8: number 1, C, carries -0.441; number 2, O, carries -0.519; number 3, H, carries 0.236; number 4, H, carries 0.234; number 5, H, carries 0.196; number 6, H, carries 0.293; number 7, C, carries -0.496; number 8, O, carries -0.507



(3)
Here is a cluster of 13 separate species, C68H92N10 in total at a distorted geometry from OMol25. Energies are from ωB97M-V with the def2-TZVPD basis set.

Positions of all 170 atoms, in Å:
1 C 1.028 -4.070 5.995
2 C 1.437 -2.665 6.365
3 C 2.839 -2.357 5.826
4 C 2.862 -2.260 4.278
5 C 2.411 -0.857 3.924
6 C 1.999 -0.566 2.491
7 H 0.903 -4.145 4.859
8 H 0.103 -4.339 6.481
9 H 1.754 -4.746 6.442
10 H 0.779 -1.835 6.042
11 H 1.545 -2.675 7.468
12 H 3.454 -3.145 6.211
13 H 3.193 -1.426 6.238
14 H 3.846 -2.413 3.907
15 H 2.169 -2.898 3.698
16 H 1.559 -0.597 4.616
17 H 3.289 -0.233 4.104
18 H 1.061 -1.082 2.160
19 H 1.811 0.562 2.385
20 H 2.838 -0.802 1.764
21 C -4.703 -0.628 6.825
22 C -3.999 -0.910 5.456
23 C -2.757 -1.885 5.540
24 C -2.172 -1.974 4.135
25 C -2.834 -2.975 3.145
26 C -2.015 -2.973 1.855
27 H -5.519 0.045 6.777
28 H -3.901 -0.139 7.430
29 H -5.092 -1.565 7.306
30 H -4.664 -1.369 4.756
31 H -3.639 0.003 4.989
32 H -3.001 -2.800 6.088
33 H -1.939 -1.409 6.123
34 H -2.208 -0.980 3.752
35 H -1.163 -2.293 4.148
36 H -2.857 -3.985 3.548
37 H -3.908 -2.773 2.885
38 H -2.194 -3.800 1.184
39 H -2.223 -2.100 1.308
40 H -0.970 -2.990 2.219
41 C 1.380 6.962 -1.464
42 C 1.827 5.613 -0.825
43 C 2.896 5.783 0.179
44 C 3.378 4.546 0.922
45 C 3.822 3.442 -0.002
46 C 4.329 2.193 0.721
47 H 0.767 6.973 -2.352
48 H 2.251 7.601 -1.605
49 H 0.714 7.519 -0.798
50 H 0.984 5.080 -0.446
51 H 2.181 5.001 -1.611
52 H 2.590 6.571 0.936
53 H 3.707 6.352 -0.331
54 H 4.178 4.780 1.620
55 H 2.609 4.047 1.493
56 H 3.059 3.095 -0.674
57 H 4.574 3.819 -0.663
58 H 3.528 1.577 1.144
59 H 4.970 1.587 0.015
60 H 4.963 2.517 1.580
61 N 4.020 -2.396 -2.296
62 C 4.396 -3.533 -2.836
63 C 4.954 -4.613 -2.230
64 C 5.150 -4.535 -0.842
65 C 4.723 -3.390 -0.193
66 C 4.169 -2.339 -0.898
67 H 4.159 -3.670 -3.938
68 H 5.104 -5.581 -2.684
69 H 5.636 -5.244 -0.228
70 H 4.930 -3.212 0.849
71 H 3.863 -1.372 -0.467
72 N -2.113 1.456 3.987
73 C -1.778 1.955 2.805
74 C -0.591 2.630 2.626
75 C 0.245 2.787 3.727
76 C -0.088 2.280 4.963
77 C -1.315 1.629 5.049
78 H -2.452 1.770 2.010
79 H -0.340 2.950 1.646
80 H 1.149 3.407 3.593
81 H 0.526 2.358 5.888
82 H -1.652 1.314 6.038
83 N -3.552 3.259 -4.093
84 C -3.225 2.020 -3.778
85 C -2.165 1.319 -4.348
86 C -1.433 1.905 -5.303
87 C -1.730 3.214 -5.706
88 C -2.804 3.828 -5.052
89 H -3.882 1.496 -3.113
90 H -2.015 0.297 -4.057
91 H -0.634 1.335 -5.739
92 H -1.271 3.751 -6.520
93 H -3.130 4.815 -5.354
94 N -2.715 7.943 -0.941
95 C -2.617 7.905 0.377
96 C -2.331 6.815 1.066
97 C -2.101 5.658 0.271
98 C -2.171 5.646 -1.087
99 C -2.432 6.871 -1.687
100 H -2.836 8.843 0.867
101 H -2.435 6.769 2.147
102 H -1.909 4.731 0.840
103 H -1.931 4.757 -1.682
104 H -2.602 6.908 -2.744
105 N -4.626 0.771 1.603
106 C -4.740 1.516 0.485
107 C -5.420 1.055 -0.665
108 C -6.076 -0.148 -0.611
109 C -6.094 -0.845 0.578
110 C -5.308 -0.386 1.618
111 H -4.236 2.464 0.419
112 H -5.400 1.655 -1.530
113 H -6.657 -0.509 -1.470
114 H -6.633 -1.731 0.639
115 H -5.391 -0.924 2.562
116 N -0.831 1.365 -0.466
117 C 0.493 1.406 -0.485
118 C 1.316 0.328 -0.845
119 C 0.699 -0.886 -1.005
120 C -0.669 -0.976 -1.025
121 C -1.411 0.194 -0.751
122 H 0.927 2.325 -0.143
123 H 2.405 0.427 -0.742
124 H 1.292 -1.801 -1.051
125 H -1.187 -1.952 -1.310
126 H -2.532 0.148 -0.761
127 N 0.635 -1.183 -6.776
128 C -0.361 -1.343 -5.934
129 C -0.202 -1.796 -4.613
130 C 1.030 -2.094 -4.133
131 C 2.089 -1.797 -5.002
132 C 1.844 -1.447 -6.291
133 H -1.378 -1.179 -6.327
134 H -1.118 -1.731 -4.033
135 H 1.163 -2.341 -3.118
136 H 3.111 -1.906 -4.642
137 H 2.646 -1.314 -6.981
138 N 4.897 3.029 -4.120
139 C 3.936 2.121 -4.039
140 C 4.159 0.872 -3.400
141 C 5.404 0.596 -2.935
142 C 6.450 1.557 -3.085
143 C 6.083 2.780 -3.602
144 H 3.013 2.318 -4.527
145 H 3.334 0.124 -3.383
146 H 5.556 -0.436 -2.735
147 H 7.444 1.392 -2.723
148 H 6.835 3.573 -3.638
149 N 1.045 -4.587 -1.002
150 C 0.257 -5.268 -1.800
151 C -0.628 -6.241 -1.363
152 C -0.492 -6.650 -0.016
153 C 0.356 -5.994 0.845
154 C 1.065 -4.951 0.261
155 H 0.253 -4.814 -2.812
156 H -1.117 -6.809 -2.129
157 H -1.159 -7.373 0.474
158 H 0.520 -6.214 1.930
159 H 1.787 -4.441 0.858
160 N -2.584 -4.973 -4.088
161 C -2.958 -4.195 -3.074
162 C -3.621 -3.007 -3.237
163 C -3.911 -2.573 -4.527
164 C -3.583 -3.376 -5.558
165 C -3.003 -4.629 -5.304
166 H -2.621 -4.586 -2.079
167 H -3.871 -2.370 -2.393
168 H -4.340 -1.608 -4.727
169 H -3.711 -3.129 -6.616
170 H -2.781 -5.241 -6.145

## Properties
- highest occupied orbital energy (eV) = -9.3
- gap between HOMO and LUMO (Eh) = 0.355
- 2S+1 = 1

Results of the Mulliken charge analysis, in e, for atoms 1 through 8: number 1, C, carries -1.018; number 2, C, carries 0.107; number 3, C, carries -1.252; number 4, C, carries 0.102; number 5, C, carries -0.087; number 6, C, carries 0.387; number 7, H, carries -0.011; number 8, H, carries 0.368